Entry 1:
Computed, not measured: a structure of composition C5H14LaNO4PS in a non-equilibrium geometry, with ωB97M-V with the def2-TZVPD basis set.

The geometry in XYZ format:
```
27
Properties=species:S:1:pos:R:3:forces:R:3:mulliken_charge:R:1
C 0.06492 -2.27575 0.67756 -0.1 -0.6 -0.5 -1.267
N 0.01350 -2.05864 -0.70481 0.1 0.3 0.1 -0.196
C -0.49925 -0.80210 -1.24322 0.0 -0.1 0.0 0.257
C 0.58280 0.29292 -1.35846 0.2 0.0 -0.3 -0.996
O 1.61208 0.18068 -0.32250 -0.7 0.2 0.9 -0.407
C 2.37229 1.39632 -0.23982 0.1 -0.2 -0.1 -0.472
S 3.65423 1.18650 1.01576 -0.4 -0.2 0.7 -0.196
C -1.83075 -0.37798 -0.57272 0.1 -0.1 -0.1 -0.911
P -1.87931 0.85656 0.69833 -0.4 0.2 0.4 0.889
O -0.70880 0.67342 1.74649 -1.8 0.9 -1.3 -0.514
O -1.83903 2.29924 0.12059 0.4 -0.1 0.0 -0.434
O -3.24161 0.64867 1.38673 0.1 0.1 0.1 -0.435
H -0.91523 -2.25823 1.16353 0.0 0.2 0.1 0.429
H 0.72629 -1.49180 1.19756 -0.5 -2.1 -1.6 0.479
H 0.53662 -3.23048 0.91858 0.0 0.0 -0.1 0.503
H 0.84641 -2.36417 -1.19554 -0.2 -0.2 -0.1 0.325
H -0.77681 -1.02034 -2.27595 0.0 0.0 0.0 0.349
H 1.09407 0.19325 -2.31748 0.1 0.0 0.0 0.507
H 0.15265 1.29836 -1.33299 0.0 0.0 0.0 0.503
H 1.73538 2.20346 0.14027 0.1 0.2 -0.3 0.295
H 2.79263 1.67300 -1.20731 0.0 -0.1 0.0 0.464
H 4.10035 -0.01909 0.62088 0.1 0.0 -0.3 0.284
H -2.50141 0.02613 -1.34035 0.0 0.0 0.0 0.479
H -2.35321 -1.25222 -0.17255 -0.1 0.0 -0.1 0.460
H -1.13941 2.93320 0.33674 -0.2 0.1 0.0 0.380
H -3.68881 1.39185 1.83390 -0.1 -0.1 -0.1 0.408
La 1.08938 -0.10275 2.42678 3.2 1.6 2.2 1.819
```
Positions in Å, forces in eV/Å.

Lowest unoccupied orbital energy   -12.042 eV
Energy   -36048.6614 eV
Charge   +3
HOMO-LUMO gap   8.1 eV



Entry 2:
Computed, not measured: a structure of composition C13H6N3OsS3 in a non-equilibrium geometry, with ωB97M-V with the def2-TZVPD basis set.

The geometry in XYZ format:
```
26
Properties=species:S:1:pos:R:3:forces:R:3:mulliken_charge:R:1
Os -0.12661 0.38138 0.72060 -0.7 0.8 -0.2 0.406
S -0.04915 1.94876 -0.92193 0.6 -0.8 0.1 -0.154
C -0.44817 2.97564 0.41763 -0.3 0.4 0.0 0.358
C -1.40981 4.01232 0.14175 0.0 -0.1 0.1 -0.147
N -2.19377 4.81535 -0.10526 0.1 -0.1 0.0 -0.294
C 0.07946 2.85549 1.68949 0.0 0.3 0.1 0.794
S 1.11308 1.53106 2.08240 0.5 0.0 0.3 -0.165
C -0.27238 3.78824 2.72345 -0.1 0.0 -0.1 -0.160
N -0.56625 4.52134 3.55837 0.1 -0.1 -0.1 -0.282
S -0.11387 -3.73483 2.16152 0.1 -0.2 0.1 -0.133
C 1.47461 -3.48260 1.56308 0.0 -0.1 0.1 -0.414
C 1.63911 -2.25183 1.00945 -0.1 0.2 0.1 -0.441
C 0.43973 -1.48150 1.06933 0.1 -0.4 -0.7 -0.077
C -0.59985 -2.19669 1.64817 -0.1 0.2 0.1 0.152
C -1.92771 -1.59234 1.76986 0.4 -0.1 -0.2 1.004
C -3.03654 -2.09607 2.41235 -0.2 0.0 0.0 -0.657
C -4.20918 -1.35027 2.39903 0.0 -0.1 0.0 -0.311
C -4.25478 -0.13548 1.73057 -0.1 0.1 -0.1 -0.766
C -3.10748 0.32911 1.12427 0.0 -0.1 0.0 -0.006
N -1.97007 -0.38000 1.16109 -0.1 0.0 0.3 -0.316
H 2.20907 -4.26642 1.67274 0.0 0.0 0.0 0.476
H 2.57017 -1.90635 0.58474 0.0 0.0 0.0 0.411
H -2.98380 -3.05089 2.91749 0.0 0.0 0.0 0.368
H -5.08633 -1.71851 2.91471 0.0 0.0 0.0 0.454
H -5.15777 0.45535 1.68671 0.0 0.0 0.0 0.417
H -3.07553 1.26970 0.59106 0.0 0.1 0.1 0.483
```
Positions in Å, forces in eV/Å.

Lowest unoccupied orbital energy   -5.894 eV
Energy   -53012.7920 eV
Charge   +1
HOMO-LUMO gap   6.3 eV
Energy above the lowest of the compared OMol25 structures with the same formula, charge and spin   0.0 kcal per mole



Entry 3:
Computed, not measured: an isolated molecule of C3H5N3 in a non-equilibrium geometry, with ωB97M-V with the def2-TZVPD basis set.

The geometry in XYZ format:
```
11
Properties=species:S:1:pos:R:3:forces:R:3:mulliken_charge:R:1
C 0.19437 1.77167 -0.59248 -1.1 1.1 5.4 -0.898
C -0.12929 0.34523 -0.13562 2.1 -1.0 -3.7 0.588
C -0.25979 -1.84922 -0.18189 2.8 0.0 0.9 0.034
H -0.76245 2.45429 -0.48617 1.8 -1.3 0.6 0.208
H 1.07137 2.10257 0.20184 -2.5 -0.4 -2.0 0.207
H 0.47389 2.09354 -1.51690 1.2 -0.6 -2.9 0.369
H 0.20621 -3.02554 -0.32073 -2.2 3.6 0.2 0.256
H -0.31953 -1.79955 1.83354 0.1 -3.9 6.8 0.120
N -0.07390 -0.83065 -1.00765 -1.0 0.9 0.9 -0.507
N -0.32178 -1.30159 1.09546 0.6 2.6 -6.8 0.200
N -0.07910 0.03924 1.11061 -1.8 -1.2 0.7 -0.577
```
Positions in Å, forces in eV/Å.

SMILES   Cc1nc[nH]n1
Lowest unoccupied orbital energy   0.992 eV
Energy   -7659.8820 eV
HOMO-LUMO gap   10.8 eV
Energy above the lowest of the compared OMol25 structures with the same formula, charge and spin   59.3 kcal per mole



Entry 4:
Computed, not measured: a structure of composition C4H6O2 in a non-equilibrium geometry, with ωB97M-V with the def2-TZVPD basis set.

The geometry in XYZ format:
```
12
Properties=species:S:1:pos:R:3:forces:R:3:mulliken_charge:R:1
O 2.35146 -0.71239 0.01201 0.1 -0.7 0.1 -0.448
C 1.62498 -0.00504 0.66246 1.2 0.8 -1.7 -0.239
C 0.42738 0.63493 -0.10701 0.8 -0.1 1.1 0.361
C -0.43040 -0.38612 -0.87234 0.1 0.0 0.0 -0.593
C -1.42563 -0.13218 0.27070 -0.5 -0.2 0.1 -0.324
O -0.60836 0.90969 0.81974 -0.6 0.5 0.3 -0.433
H 2.03073 0.27412 1.67236 -1.3 0.2 -0.2 0.370
H 0.74859 1.54876 -0.64643 0.1 -0.5 0.2 0.321
H 0.00936 -1.38226 -0.94311 -0.1 0.1 0.0 0.240
H -0.77892 -0.05608 -1.85176 0.1 0.0 0.1 0.258
H -1.54132 -0.95547 0.98242 0.0 0.0 -0.1 0.233
H -2.40787 0.26203 0.00097 0.0 -0.2 -0.1 0.255
```
Positions in Å, forces in eV/Å.

Lowest unoccupied orbital energy   0.827 eV
Energy   -8338.2584 eV
HOMO-LUMO gap   10.3 eV
Energy above the lowest of the compared OMol25 structures with the same formula, charge and spin   50.8 kcal per mole